# C99H219N9O15

A 15-piece molecular cluster, C99H219N9O15 overall at a distorted geometry (ωB97M-V/def2-TZVPD, the OMol25 dataset).

Geometry as XYZ:
```
342
Properties=species:S:1:pos:R:3:forces:R:3
C 1.173 -4.029 5.593 -0.17 1.16 1.07
C 0.906 -5.377 4.927 1.98 0.82 0.90
C 0.219 -5.335 3.631 -1.39 1.49 -2.21
O 2.137 -6.104 4.950 0.12 -0.75 -0.43
H 1.918 -3.362 5.070 -0.80 -0.74 -0.01
H 1.650 -4.222 6.590 -0.43 0.04 -0.76
H 0.234 -3.441 5.824 1.05 -0.68 -0.50
H 0.348 -5.987 5.575 -1.17 -0.48 1.12
H -0.023 -6.324 3.223 -0.06 0.15 0.36
H 0.833 -4.850 2.848 0.01 -0.10 0.30
H -0.733 -4.673 3.651 1.36 -1.26 0.18
H 2.897 -5.656 4.561 -0.19 0.23 -0.03
C -4.245 0.346 0.987 0.62 -1.53 -0.52
C -4.028 -1.218 1.179 -0.85 2.40 -0.12
C -5.181 -1.866 0.383 0.67 -0.52 0.07
O -2.779 -1.622 0.727 1.25 -0.01 -0.73
H -4.284 0.709 -0.060 0.10 -0.57 0.40
H -3.542 0.935 1.525 0.81 0.39 0.39
H -5.180 0.507 1.436 -1.50 0.58 0.49
H -4.024 -1.397 2.284 -0.70 -0.11 -0.64
H -6.095 -1.817 0.979 -0.03 0.01 -0.22
H -4.947 -2.908 0.140 -0.08 0.03 0.34
H -5.331 -1.378 -0.599 0.06 0.09 0.65
H -2.036 -0.955 0.922 -0.62 -0.75 -0.20
C -2.584 -1.669 5.925 0.56 -1.08 0.74
C -1.541 -1.639 7.057 -0.91 0.34 0.24
C -2.021 -0.904 8.302 0.61 -0.34 -0.17
O -1.269 -3.010 7.419 0.50 0.45 0.77
H -2.263 -2.459 5.242 -0.17 0.12 -0.18
H -2.781 -0.759 5.372 0.35 0.31 0.15
H -3.494 -1.988 6.403 -0.69 -0.22 -0.07
H -0.669 -1.134 6.674 0.82 0.00 -0.08
H -2.125 0.143 8.208 -0.36 1.22 -0.74
H -1.270 -0.946 9.070 0.47 -0.52 0.58
H -2.943 -1.293 8.683 -0.55 -0.43 0.17
H -0.749 -3.022 8.267 -0.77 0.14 -1.29
C 1.248 -8.132 -0.550 1.87 -1.27 -1.29
C 2.405 -7.371 -1.324 -0.80 -1.48 1.87
C 3.660 -7.242 -0.452 -0.25 0.62 0.11
O 2.748 -8.201 -2.415 0.07 -0.73 -0.24
H 1.554 -9.208 -0.317 -0.04 1.54 -0.09
H 0.442 -8.249 -1.243 -0.76 0.11 -0.38
H 0.914 -7.630 0.322 -0.20 0.50 0.87
H 2.015 -6.427 -1.655 -0.08 0.64 -0.17
H 4.401 -6.740 -1.075 0.32 -0.07 0.16
H 3.987 -8.270 -0.250 0.10 0.36 0.17
H 3.554 -6.647 0.499 -0.17 -0.71 -0.91
H 2.805 -7.765 -3.261 -0.05 0.51 -0.07
C 6.765 -3.568 4.609 0.49 -1.42 0.05
C 5.287 -4.055 4.594 0.16 0.27 0.24
C 4.568 -3.771 3.295 -0.37 0.61 -0.96
O 5.196 -5.463 4.762 1.36 -0.74 1.25
H 6.862 -2.517 4.399 -0.12 0.43 -0.58
H 7.425 -4.204 3.908 -1.14 1.08 0.86
H 7.221 -3.639 5.619 -0.41 -0.35 -0.37
H 4.697 -3.553 5.415 0.67 -0.32 -0.59
H 5.084 -3.987 2.353 0.32 -0.64 0.49
H 4.400 -2.710 3.182 -0.18 0.59 0.31
H 3.573 -4.226 3.199 0.25 -0.10 0.38
H 5.864 -5.768 5.443 -1.27 0.58 -1.13
C 3.644 6.399 -2.363 -0.03 0.09 -1.08
C 3.692 5.463 -1.167 -0.28 -1.01 -1.01
C 3.998 3.982 -1.506 -0.35 0.95 -1.00
O 4.808 5.905 -0.436 -0.24 1.98 -0.84
H 2.763 6.367 -3.027 -0.14 -0.16 0.80
H 4.434 6.165 -3.067 0.57 -0.20 0.04
H 3.829 7.433 -2.073 -0.26 -0.05 0.23
H 2.684 5.494 -0.683 0.86 0.23 0.45
H 3.108 3.493 -1.917 0.17 -0.13 0.02
H 4.276 3.518 -0.569 0.14 -0.49 0.08
H 4.832 3.939 -2.254 -0.61 -0.08 0.76
H 4.939 5.417 0.342 0.10 -1.19 1.59
C 4.417 3.947 -6.070 -2.18 1.62 1.99
C 3.522 2.702 -6.172 1.47 0.13 1.04
C 2.893 2.362 -4.794 0.01 0.91 -1.56
C 1.739 3.305 -4.565 -0.01 -0.25 0.25
C 0.707 3.135 -5.661 0.71 1.93 0.25
C 1.235 3.622 -6.989 1.42 -1.83 -1.30
N 2.484 2.778 -7.165 -0.71 0.43 -1.82
O 3.071 3.102 -8.441 0.28 0.66 0.11
C 0.288 3.170 -8.144 0.22 -0.35 0.64
C 1.545 5.093 -7.165 -1.41 0.31 1.48
C 4.463 1.548 -6.529 -0.83 -0.34 -0.98
H 4.496 4.448 -7.002 0.56 0.34 -0.82
H 5.349 3.729 -5.628 1.34 -0.51 0.03
H 4.020 4.739 -5.339 0.13 -0.98 -1.00
H 2.624 1.333 -4.813 -0.66 -0.86 0.02
H 3.675 2.437 -4.085 0.81 0.31 0.96
H 2.126 4.318 -4.520 0.01 0.35 -0.28
H 1.276 3.198 -3.606 -0.34 -0.47 0.79
H -0.161 3.686 -5.422 -1.18 0.99 0.37
H 0.348 2.151 -5.747 -0.02 -1.59 -0.19
H -0.182 2.217 -7.868 0.00 0.22 -0.05
H -0.494 3.902 -8.373 0.16 -0.07 0.11
H 0.893 2.968 -9.020 -0.08 0.21 -0.22
H 2.047 5.583 -6.327 -0.01 -0.17 -0.09
H 2.021 5.358 -8.073 0.68 -0.05 -0.92
H 0.556 5.512 -7.279 -0.27 0.74 0.22
H 3.811 0.671 -6.574 0.34 -0.26 -0.29
H 5.214 1.382 -5.788 0.40 0.03 0.76
H 4.993 1.688 -7.485 -0.44 0.00 0.25
H 3.308 4.077 -8.493 -0.44 -1.51 0.47
C -7.500 -0.547 -5.215 0.69 -1.02 -0.98
C -6.355 -0.325 -4.221 0.38 1.02 -0.13
C -5.531 -1.640 -4.115 1.17 2.12 1.11
C -4.124 -1.369 -3.486 -0.13 0.72 -1.62
C -3.441 -0.255 -4.356 2.40 -1.07 0.78
C -4.090 1.088 -4.371 -1.65 0.26 -1.24
N -5.487 0.778 -4.873 0.52 -1.15 -0.38
O -6.257 1.951 -5.092 -0.36 -0.10 1.98
C -3.931 1.738 -2.998 1.24 -0.71 -0.34
C -3.517 1.971 -5.511 0.83 -0.15 0.23
C -6.908 0.198 -2.903 -0.50 0.15 -0.17
H -8.202 0.267 -5.297 -0.14 0.29 0.18
H -8.049 -1.513 -5.147 0.37 0.61 0.62
H -6.950 -0.636 -6.156 -0.39 0.15 -0.33
H -5.977 -2.348 -3.466 -1.11 -0.65 0.51
H -5.463 -2.057 -5.093 0.34 -0.41 -0.83
H -3.511 -2.280 -3.592 -0.22 0.39 0.39
H -4.205 -1.097 -2.410 0.12 -0.20 -0.73
H -3.276 -0.631 -5.389 -0.39 0.15 0.54
H -2.389 -0.049 -3.964 -1.05 -0.53 -0.41
H -4.635 2.485 -2.785 -1.00 1.32 -0.01
H -4.064 0.984 -2.232 0.13 -0.13 0.26
H -2.897 2.149 -2.912 -0.75 -0.23 0.02
H -3.617 1.486 -6.486 -0.01 -0.17 0.20
H -4.056 2.894 -5.564 -0.51 0.61 0.06
H -2.462 2.298 -5.406 -0.35 -0.57 0.31
H -6.930 1.278 -2.950 0.06 0.38 -0.01
H -6.351 -0.065 -2.006 -0.14 -0.31 0.03
H -7.965 -0.074 -2.891 0.11 -0.33 0.76
H -6.178 2.200 -6.001 0.27 -0.29 -0.94
C 4.395 2.887 2.742 1.70 0.50 0.52
C 3.606 3.564 3.802 1.15 -0.41 2.53
C 2.606 4.538 3.205 -0.38 -1.13 -0.07
C 1.477 4.937 4.137 1.46 0.43 -0.01
C 0.831 3.676 4.641 -0.28 0.47 -0.73
C 1.755 2.712 5.332 -0.90 -0.95 1.53
N 2.848 2.427 4.439 0.01 1.31 -0.71
O 3.674 1.407 4.918 -0.29 -0.46 -0.68
C 2.068 3.179 6.786 1.31 0.43 -1.20
C 1.043 1.361 5.594 -0.65 1.44 -0.29
C 4.675 4.230 4.863 -1.25 0.69 -0.95
H 4.824 3.639 2.118 0.43 0.58 -0.75
H 3.832 2.211 2.170 -0.91 -0.92 -0.78
H 5.231 2.366 3.208 -0.02 -0.22 -0.23
H 3.092 5.375 2.710 0.14 0.06 0.01
H 2.104 3.896 2.464 0.20 0.39 -0.47
H 0.835 5.556 3.533 -0.72 0.16 0.13
H 1.887 5.557 4.916 0.02 0.40 0.63
H 0.544 3.241 3.680 -0.80 -0.61 0.29
H -0.012 3.929 5.282 -0.04 -0.39 -0.17
H 2.679 2.365 7.188 -0.07 0.37 0.53
H 2.652 4.112 6.758 -0.15 -0.26 0.31
H 1.169 3.343 7.374 -0.05 -0.19 -0.03
H 0.185 1.578 6.225 -0.21 -0.25 0.02
H 0.760 0.845 4.708 -0.53 -0.05 -0.70
H 1.697 0.702 6.084 0.87 -0.78 0.94
H 4.155 5.003 5.473 0.44 -0.58 -0.29
H 5.564 4.723 4.403 -0.84 -0.37 -0.12
H 5.100 3.477 5.521 -0.11 -0.11 0.17
H 4.304 1.802 5.506 0.67 0.41 0.81
C -1.006 4.419 1.315 -0.77 1.06 -0.53
C -1.348 5.779 0.553 1.26 -1.77 0.30
C -0.777 5.698 -0.876 -0.59 1.53 0.08
C -1.648 4.866 -1.819 0.54 1.10 0.07
C -3.037 5.487 -1.837 0.11 -0.53 1.24
C -3.697 5.559 -0.401 0.33 -0.24 -1.79
N -2.748 6.118 0.502 0.97 1.09 1.14
O -3.363 6.052 1.804 0.63 0.42 0.29
C -4.742 6.694 -0.479 -0.21 -1.41 -1.31
C -4.114 4.131 0.054 -0.07 0.62 -0.28
C -0.565 6.830 1.360 -0.06 -0.72 0.99
H 0.038 4.532 1.559 0.34 -0.36 0.50
H -1.134 3.481 0.770 -0.23 0.25 -0.33
H -1.666 4.413 2.181 0.47 -0.24 0.17
H -0.773 6.792 -1.190 0.13 -1.28 -0.23
H 0.259 5.343 -0.882 -0.10 0.08 0.28
H -1.678 3.824 -1.515 0.07 -0.21 -0.02
H -1.160 4.956 -2.801 -0.37 -0.39 0.01
H -3.678 4.890 -2.467 -0.47 0.01 -0.27
H -2.962 6.495 -2.215 -0.04 0.36 -0.28
H -5.428 6.616 0.331 -0.69 0.19 0.60
H -4.214 7.646 -0.476 -0.09 -0.09 0.03
H -5.258 6.572 -1.442 -0.32 0.24 0.32
H -4.875 3.641 -0.542 0.01 0.10 -0.60
H -3.223 3.488 0.096 -0.37 0.13 0.04
H -4.568 4.205 1.022 0.05 -0.08 0.76
H 0.493 6.540 1.369 -0.16 -0.03 0.23
H -0.962 6.852 2.390 0.42 -0.31 -0.14
H -0.562 7.858 1.087 -0.50 0.81 -1.06
H -3.247 6.939 2.192 -0.10 -0.41 -0.42
C 8.337 -3.072 -0.571 -0.12 -0.94 -0.56
C 6.910 -2.568 -0.678 0.29 2.50 2.44
C 6.398 -2.051 0.726 1.71 -1.36 -0.30
C 5.113 -1.340 0.694 -2.52 0.19 -0.27
C 5.308 -0.144 -0.197 0.33 2.42 1.31
C 5.760 -0.456 -1.592 -0.16 -0.70 -0.91
N 6.967 -1.304 -1.451 0.06 -0.52 -2.00
O 7.406 -1.619 -2.814 1.15 0.73 1.40
C 4.638 -1.085 -2.514 1.39 0.79 -0.02
C 6.214 0.834 -2.273 0.42 0.67 0.68
C 6.087 -3.676 -1.187 -0.30 -1.62 0.29
H 9.022 -2.406 -0.095 0.25 0.72 0.38
H 8.727 -3.264 -1.592 -0.22 -0.13 0.67
H 8.291 -4.000 0.014 0.33 0.06 -0.22
H 6.393 -2.886 1.395 -0.22 -0.80 0.31
H 7.172 -1.435 1.158 0.36 0.61 -0.07
H 4.762 -0.979 1.715 0.35 -0.71 -1.17
H 4.316 -1.995 0.203 0.77 0.62 1.03
H 6.095 0.492 0.344 -0.52 -0.81 -0.95
H 4.490 0.607 -0.236 -0.18 -0.77 -0.05
H 3.863 -0.333 -2.634 -0.61 -0.32 0.43
H 5.064 -1.103 -3.522 -0.03 -0.23 -0.05
H 4.344 -2.099 -2.260 -0.55 0.33 0.14
H 6.816 0.630 -3.187 -0.34 0.30 0.86
H 5.359 1.480 -2.519 0.02 -0.30 -0.11
H 6.759 1.393 -1.468 0.10 -0.31 -1.15
H 6.455 -3.815 -2.165 0.12 -0.70 -1.50
H 5.035 -3.478 -1.245 -0.54 -0.11 0.24
H 6.280 -4.650 -0.644 -0.32 1.19 -0.40
H 6.690 -2.064 -3.236 -0.98 -0.64 -0.53
C -4.202 4.679 7.785 -0.76 0.04 -0.55
C -4.565 4.902 6.293 0.03 0.17 -0.38
C -3.502 5.804 5.535 0.52 -2.31 1.48
C -2.275 4.940 5.218 0.59 -0.18 0.62
C -2.670 3.653 4.446 1.45 1.49 -0.21
C -3.601 2.750 5.266 0.17 -0.83 -3.53
N -4.719 3.621 5.519 -2.12 -0.03 0.61
O -5.791 2.785 6.117 1.57 0.54 0.81
C -4.041 1.625 4.253 -0.37 -0.49 -0.12
C -2.883 2.040 6.378 -1.07 1.26 0.06
C -5.890 5.671 6.257 0.56 -0.10 1.31
H -4.329 5.632 8.346 0.54 -0.70 -0.25
H -3.252 4.174 7.864 0.50 0.74 0.47
H -4.905 3.945 8.194 -0.15 0.25 -0.07
H -3.858 6.214 4.627 -0.87 0.20 -1.02
H -3.249 6.635 6.177 0.10 0.24 0.35
H -1.689 4.673 6.141 -0.80 0.19 -0.47
H -1.542 5.528 4.656 -0.11 -0.06 -0.30
H -1.725 3.164 4.166 -0.36 -0.40 0.35
H -3.032 4.025 3.463 -0.70 -0.62 0.72
H -4.605 0.761 4.705 0.38 1.06 -0.13
H -4.647 2.019 3.406 0.38 -0.06 0.64
H -3.134 1.161 3.809 -0.30 0.40 0.21
H -2.654 2.817 7.070 0.93 -0.22 0.86
H -3.592 1.373 6.787 -0.72 -0.77 0.91
H -2.065 1.461 6.031 0.97 -0.21 -0.37
H -6.529 5.355 7.077 -0.15 -0.16 0.09
H -6.438 5.516 5.357 -0.17 0.27 -0.91
H -5.634 6.718 6.475 -0.37 -0.10 -0.44
H -6.598 2.916 5.628 -0.09 0.44 -0.70
C -0.457 -5.441 -4.663 -0.74 -0.23 0.09
C 0.575 -4.313 -4.866 -0.28 -1.22 -1.03
C 1.561 -4.830 -5.879 1.54 0.04 -1.42
C 2.447 -3.705 -6.545 -0.86 -1.04 -0.58
C 1.507 -2.646 -7.157 0.57 -0.32 -0.71
C 0.502 -2.106 -6.103 -0.89 0.38 -1.69
N -0.217 -3.290 -5.574 0.87 0.45 1.14
O -1.160 -2.798 -4.604 -0.46 0.01 -0.34
C 1.150 -1.154 -5.106 1.39 -0.42 -0.44
C -0.659 -1.390 -6.865 1.40 2.15 1.89
C 1.272 -3.953 -3.572 -1.34 0.47 -0.19
H -0.010 -6.389 -4.309 -0.20 0.47 -0.14
H -1.028 -5.603 -5.598 0.79 -0.17 0.07
H -1.283 -5.137 -4.013 0.55 -0.07 0.54
H 2.238 -5.621 -5.465 -0.67 0.57 -0.09
H 0.978 -5.283 -6.697 0.27 -0.03 0.17
H 3.034 -4.173 -7.375 -0.31 0.35 0.73
H 3.151 -3.286 -5.837 0.17 0.18 0.21
H 0.910 -3.184 -7.932 0.27 0.40 0.43
H 2.137 -1.886 -7.748 -1.17 -0.57 1.23
H 2.092 -1.598 -4.719 -0.49 0.32 -0.10
H 1.452 -0.192 -5.581 -0.56 -0.65 0.22
H 0.480 -1.020 -4.284 -0.43 0.45 0.60
H -1.256 -2.121 -7.350 -0.56 -0.32 -0.71
H -1.245 -0.736 -6.153 0.31 -1.05 -0.61
H -0.176 -0.642 -7.492 -0.20 -0.19 -0.72
H 1.412 -4.870 -3.037 0.24 -0.38 0.55
H 0.535 -3.338 -3.081 -0.02 0.22 0.89
H 2.189 -3.400 -3.653 0.50 0.11 -0.24
H -2.021 -3.004 -5.007 0.42 0.15 0.21
C -1.714 -6.186 -0.766 -0.65 -0.83 0.26
C -2.942 -5.249 -0.740 0.90 0.23 -0.72
C -4.166 -5.917 -1.279 -0.16 -0.31 -0.32
C -4.732 -6.939 -0.311 -1.01 -0.99 -1.27
C -5.125 -6.202 0.919 -0.85 0.68 0.02
C -3.929 -5.552 1.596 -0.81 0.05 -0.32
N -3.294 -4.675 0.567 -0.88 -1.30 -0.23
O -2.150 -4.189 1.154 1.07 2.44 0.17
C -4.481 -4.547 2.644 0.33 -1.09 0.21
C -2.958 -6.614 2.156 -0.63 -0.02 1.00
C -2.635 -4.093 -1.731 -0.26 0.46 1.10
H -0.842 -5.674 -0.332 -0.27 -0.43 0.03
H -1.496 -6.447 -1.811 0.04 0.24 0.12
H -1.958 -7.168 -0.276 0.61 1.01 -0.18
H -4.924 -5.136 -1.273 -0.22 0.22 -0.69
H -3.904 -6.202 -2.323 -0.63 -0.35 0.72
H -4.057 -7.733 -0.043 0.43 -0.43 -0.24
H -5.641 -7.433 -0.739 0.67 0.31 0.16
H -5.735 -6.834 1.572 0.34 0.15 0.27
H -5.778 -5.378 0.569 0.01 -0.23 0.41
H -3.639 -4.032 3.038 0.69 0.91 0.31
H -5.208 -3.861 2.223 0.11 0.03 -0.23
H -4.930 -5.007 3.525 -0.16 -0.46 -0.19
H -2.941 -7.561 1.571 0.08 0.80 0.46
H -1.972 -6.176 2.258 0.16 -0.16 -0.27
H -3.264 -6.849 3.200 0.05 -0.09 -0.60
H -2.946 -4.316 -2.750 0.43 -0.38 -0.06
H -1.588 -3.792 -1.653 -0.08 0.00 -0.36
H -3.248 -3.236 -1.450 0.09 0.14 0.15
H -2.337 -3.199 1.045 0.70 -0.88 0.32
C -0.569 -1.156 3.174 0.58 -0.62 -0.09
C 0.365 -0.932 1.963 0.50 0.27 0.37
C 0.826 -2.232 1.313 -0.47 -0.92 -0.59
C 1.480 -2.012 -0.056 -0.43 0.38 -0.19
C 0.452 -1.334 -0.975 -0.23 0.02 1.06
C -0.049 0.029 -0.461 1.27 0.03 0.41
N -0.483 -0.172 0.987 -0.12 0.25 -0.65
O -1.010 1.028 1.589 0.98 0.28 -0.79
C 1.158 1.063 -0.580 -1.30 -1.67 0.73
C -1.247 0.493 -1.294 0.17 -0.30 1.53
C 1.620 -0.170 2.524 -1.61 0.38 -1.33
H 0.035 -1.466 4.059 -0.55 -0.45 -0.67
H -1.385 -1.870 2.882 0.68 0.64 0.67
H -0.934 -0.176 3.461 -0.55 -0.04 -0.04
H 1.458 -2.730 2.029 0.79 0.01 0.28
H 0.046 -2.995 1.203 -0.51 0.44 -0.09
H 1.835 -2.896 -0.589 -0.14 -0.36 0.47
H 2.351 -1.414 0.102 0.70 0.58 -0.13
H -0.384 -2.037 -0.927 -0.29 0.17 -0.62
H 0.791 -1.167 -1.999 0.05 -0.30 0.03
H 0.935 1.930 0.040 0.41 0.23 0.01
H 2.045 0.502 -0.264 0.01 0.73 0.02
H 1.262 1.357 -1.606 0.06 0.28 -0.59
H -1.125 0.367 -2.365 0.41 0.49 -0.04
H -2.110 -0.100 -1.019 -0.24 -0.26 0.02
H -1.440 1.484 -0.901 -0.36 0.58 -0.79
H 1.183 0.758 2.887 0.69 0.33 0.01
H 2.408 0.011 1.794 -0.11 0.12 -0.06
H 2.039 -0.703 3.346 0.26 -0.44 0.67
H -0.348 1.750 1.472 -0.36 -0.67 0.18
```
Positions in Å, forces in eV/Å.

Output
frontier orbital gap	8.27	eV
energy above the lowest of the compared OMol25 structures with the same formula, charge and spin	83.70	kcal per mole
F_max	3.633	eV Å⁻¹
charge	0
LUMO level	0.3	eV
HOMO energy	-8.0	eV